1.
77
Properties=species:S:1:pos:R:3:forces:R:3:mulliken_spin:R:1 method="wB97M-V/def2-TZVPD" s_squared=0.7928 orbital_gap_ev="4.4 / 4.4" charge=+1 multiplicity=2 homo_ev="-9.50 / -9.30"
Ru -0.1766 -0.5811 0.9678 -1.380 0.620 0.029 0.884
C -3.0174 -1.4600 -0.8869 0.040 -0.210 0.223 0.001
C -3.5123 -1.3626 0.5629 -0.108 -0.330 -0.636 -0.004
N -2.5858 -0.5773 1.3698 1.786 0.507 -0.337 -0.033
C -2.7266 -0.6941 2.8181 0.252 -0.347 0.512 0.013
C -2.0744 -1.9973 3.2853 -0.426 0.463 -0.144 -0.007
N -0.6378 -2.0355 2.9637 0.701 0.878 -0.478 0.010
C -0.2212 -3.4149 2.6936 0.208 -0.374 -0.062 -0.003
C 1.2854 -3.6843 2.6274 -0.110 0.405 -0.197 -0.002
C 2.1633 -2.6071 1.9805 -0.021 -0.377 0.512 0.001
N 1.6789 -2.0636 0.7188 -0.541 1.127 0.074 -0.005
C 1.6947 -2.8951 -0.4828 -0.572 -0.262 -0.371 0.008
C 0.2822 -3.3713 -0.8600 0.446 -0.020 0.102 -0.010
N -0.6500 -2.2408 -0.8425 0.425 0.971 0.036 0.069
C -2.0360 -2.6159 -1.1233 -0.373 0.141 -0.090 -0.006
H -2.5401 -0.5137 -1.1632 -0.122 0.031 -0.171 0.002
H -3.8790 -1.6009 -1.5401 0.033 0.055 -0.012 0.001
H -3.6109 -2.3688 0.9809 -0.015 0.126 0.029 0.000
H -4.5106 -0.9013 0.5763 0.212 -0.022 0.149 -0.001
H -2.6792 0.4027 1.0922 0.024 -0.242 0.117 0.004
H -3.7785 -0.6808 3.1345 0.106 0.042 -0.108 0.000
H -2.2173 0.1596 3.2751 -0.095 -0.025 -0.044 -0.005
H -2.5561 -2.8204 2.7525 0.089 -0.050 0.135 0.000
H -2.2437 -2.1460 4.3570 -0.001 -0.035 -0.109 0.000
H -0.1056 -1.6661 3.7545 -0.105 -0.027 -0.203 -0.001
H -0.6830 -3.6741 1.7393 -0.067 -0.081 0.100 0.001
H -0.6329 -4.0803 3.4643 -0.059 0.006 -0.155 0.000
H 1.4064 -4.6236 2.0849 0.016 -0.095 0.099 0.000
H 1.6769 -3.8407 3.6348 0.021 -0.067 -0.038 0.000
H 3.1649 -3.0454 1.8576 -0.091 0.178 -0.036 -0.001
H 2.2592 -1.7550 2.6633 0.048 -0.066 -0.128 0.000
H 2.2200 -1.2152 0.5441 0.070 0.008 -0.032 -0.003
H 2.3553 -3.7640 -0.3735 -0.043 0.138 0.057 -0.001
H 2.0764 -2.2905 -1.3128 0.041 -0.008 0.159 -0.001
H -0.0638 -4.1226 -0.1459 -0.048 0.043 -0.089 -0.003
H 0.3234 -3.8449 -1.8525 -0.069 0.010 0.174 0.004
H -0.3523 -1.5776 -1.5666 -0.150 -0.166 0.107 0.005
H -2.2985 -3.4465 -0.4608 0.048 -0.066 -0.100 -0.002
H -2.1384 -2.9681 -2.1616 0.093 -0.007 0.211 0.000
O 2.3905 2.7758 0.3984 0.452 -0.419 0.939 -0.007
C 2.2187 1.7460 1.0643 0.575 1.646 0.316 0.008
O 1.8852 0.6358 0.5440 -1.077 -2.259 -0.144 -0.012
C 2.4171 1.7450 2.5524 -0.146 0.006 -0.169 0.002
C 3.4951 2.4056 3.1281 -0.213 -0.119 -0.093 0.000
C 3.6847 2.3381 4.4965 -0.014 -0.035 0.058 -0.001
C 2.7856 1.6434 5.2900 0.050 0.022 0.100 0.002
C 1.6912 1.0079 4.7204 -0.036 -0.023 -0.005 0.013
C 1.5128 1.0493 3.3493 -0.124 -0.075 -0.146 0.039
H 4.1799 2.9520 2.4995 0.042 0.076 -0.111 0.000
H 4.5350 2.8289 4.9449 0.054 0.051 0.063 0.000
H 2.9379 1.6110 6.3583 -0.030 -0.038 0.099 0.000
H 0.9786 0.4926 5.3472 -0.083 -0.041 0.124 0.001
H 0.6350 0.5675 2.8808 0.432 0.296 0.338 -0.030
Cl -0.8779 1.8225 0.4790 0.184 -1.990 1.181 0.002
Te 0.8863 2.0530 -1.6528 -0.600 0.487 -1.852 0.062
C -0.9742 1.6220 -2.6580 0.539 -0.041 0.188 0.009
C -2.0988 2.4059 -2.4560 0.020 0.091 0.046 -0.003
C -3.2882 2.0875 -3.0866 -0.058 0.076 0.025 0.001
C -3.3604 0.9814 -3.9173 -0.067 -0.096 -0.050 0.000
C -2.2370 0.2000 -4.1249 -0.127 -0.158 -0.125 0.001
C -1.0472 0.5163 -3.4922 0.155 0.032 0.074 -0.005
C 1.4299 3.3443 -3.2895 -0.062 -0.613 0.390 -0.003
C 1.2177 4.7092 -3.2604 -0.068 0.113 0.202 0.000
C 1.5413 5.4774 -4.3681 0.002 0.036 0.007 0.000
C 2.0829 4.8745 -5.4918 0.005 0.054 -0.030 0.000
C 2.2968 3.5062 -5.5137 0.063 -0.067 -0.107 0.002
C 1.9667 2.7367 -4.4116 0.107 0.002 -0.099 0.003
H -2.0425 3.2593 -1.7931 -0.054 0.068 -0.032 0.000
H -4.1567 2.7098 -2.9378 -0.131 0.065 0.031 0.000
H -4.2911 0.7292 -4.4021 -0.082 0.000 -0.087 0.000
H -2.2848 -0.6510 -4.7870 -0.026 -0.123 -0.089 0.000
H -0.1601 -0.0850 -3.6555 0.018 -0.063 -0.102 -0.002
H 0.8057 5.1675 -2.3712 -0.025 0.101 0.005 0.000
H 1.3741 6.5448 -4.3511 0.001 0.059 0.004 0.000
H 2.3461 5.4715 -6.3511 0.012 0.072 -0.086 0.000
H 2.7293 3.0354 -6.3845 0.014 -0.007 -0.087 0.000
H 2.1356 1.6681 -4.4233 0.035 -0.059 -0.059 0.000

2.
78
Properties=species:S:1:pos:R:3:forces:R:3:mulliken_charge:R:1 method="wB97M-V/def2-TZVPD" orbital_gap_ev=7.4 charge=0 multiplicity=1 relative_energy_kj_mol=50.04 homo_ev=-7.38
Cs -0.6480 0.0285 0.6469 -0.689 -0.312 -0.500 1.166
O 2.3494 1.0359 3.4221 -1.036 -1.258 -0.483 -0.635
C 1.4637 0.2132 3.0259 -0.051 2.839 1.680 0.365
O 0.1950 0.3623 3.2897 2.296 -1.214 -1.167 -0.810
C 2.0623 -0.9022 2.1537 -0.723 -0.826 -0.519 -0.988
P 2.9383 -0.4550 0.4560 -1.364 -0.117 0.956 0.026
C 4.5833 -0.8491 1.0400 0.938 -0.179 -0.609 -0.261
C 5.0115 -0.3191 2.2467 -0.155 0.448 0.495 0.299
C 6.2823 -0.6035 2.7085 0.078 0.121 0.198 -0.882
C 7.1264 -1.3795 1.9318 0.914 -0.366 0.251 -0.326
C 6.7295 -1.8758 0.6990 0.368 -0.116 0.089 -0.572
C 5.4475 -1.6209 0.2518 -0.545 0.396 -0.070 -0.374
C 3.0449 1.3917 0.3723 -0.288 0.888 0.996 0.748
C 4.2555 1.9811 -0.0081 0.205 -0.825 -0.359 -0.391
C 4.4310 3.3548 -0.0645 0.720 0.062 -0.107 -0.633
C 3.3812 4.2156 0.1852 -0.350 0.096 -0.185 -0.440
C 2.1472 3.6602 0.5210 -0.420 0.375 0.109 -0.677
C 2.0008 2.2887 0.7188 0.513 -0.211 -0.357 -0.131
H 1.3346 -1.7020 1.9594 -0.215 0.288 -0.396 0.682
H 2.7853 -1.4735 2.7506 0.185 0.656 -0.154 0.425
H 4.3201 0.3391 2.7990 0.317 -0.371 -0.074 0.451
H 6.6219 -0.2110 3.6662 -0.072 -0.070 -0.212 0.406
H 8.1362 -1.6202 2.2970 -0.488 0.189 -0.181 0.328
H 7.4447 -2.4448 0.1094 -0.233 0.027 0.017 0.387
H 5.0998 -1.9557 -0.7252 0.117 -0.091 0.213 0.351
H 5.0966 1.3164 -0.2595 -0.339 0.454 0.184 0.363
H 5.4283 3.7475 -0.2949 -0.427 -0.127 0.028 0.344
H 3.5338 5.2969 0.1140 -0.191 -0.390 0.018 0.389
H 1.2608 4.3103 0.6418 0.653 -0.411 0.286 0.080
H 1.1007 1.9695 1.2336 0.161 -0.012 -0.269 0.162
O -0.9159 0.3601 -2.5310 0.859 -0.396 -0.416 -0.398
C -2.1541 0.9089 -2.9543 -0.110 0.749 0.007 -0.091
C -3.1888 -0.1428 -3.3232 -0.600 0.174 -0.630 -0.737
C -3.6216 -1.0897 -2.1922 0.630 -0.949 -0.157 0.471
C -4.4330 -0.4221 -1.1488 -1.265 0.833 0.682 0.060
C -5.7880 -0.1334 -1.3968 0.133 0.046 -0.405 -0.657
C -6.5280 0.6399 -0.5046 0.242 -0.603 -0.454 -0.421
C -5.9060 1.0509 0.6620 0.294 0.205 0.275 -0.720
C -4.5610 0.7203 0.8487 -0.305 -0.157 0.100 -0.111
N -3.8547 -0.0191 -0.0134 0.215 0.309 -0.077 0.118
H -0.3384 0.1378 -3.2972 -0.825 0.271 0.806 0.231
H -1.9813 1.5715 -3.8196 -0.138 -0.210 0.121 0.441
H -2.5104 1.5828 -2.1359 0.221 -0.723 -0.407 -0.089
H -2.8465 -0.7484 -4.1865 0.042 0.279 0.409 0.344
H -4.0695 0.4272 -3.6982 0.326 -0.405 0.222 0.336
H -2.7202 -1.5309 -1.7200 -0.466 0.234 -0.252 -0.680
H -4.2229 -1.9254 -2.6123 0.429 0.439 0.097 0.482
H -6.2337 -0.4975 -2.3322 0.132 0.223 0.420 0.383
H -7.5604 0.8849 -0.7535 0.218 -0.032 0.278 0.409
H -6.4430 1.6174 1.4214 0.205 -0.040 -0.216 0.377
H -4.0265 1.0688 1.7422 -0.232 -0.220 -0.345 0.343
C -1.6678 5.0998 1.5251 0.228 -0.015 0.582 -0.895
N -1.3540 5.0774 0.1161 -0.433 -1.202 -0.898 0.220
C -0.6344 6.1654 -0.5291 0.194 0.406 0.524 -0.891
C -1.7226 3.9867 -0.6216 -0.392 0.031 0.283 0.121
O -2.2676 2.9546 -0.2104 0.770 1.199 -0.309 -0.673
H -2.3064 5.9642 1.7714 0.153 -0.283 -0.127 0.345
H -0.7479 5.1673 2.1458 -0.527 -0.185 -0.320 0.325
H -2.2072 4.1591 1.7241 0.302 0.505 0.198 0.244
H -0.7369 7.0418 0.1407 0.135 -0.327 -0.558 0.309
H -1.0617 6.4106 -1.5136 0.127 -0.124 0.364 0.378
H 0.4428 5.9303 -0.6410 -0.502 0.185 0.029 0.259
H -1.5288 4.1656 -1.7022 0.061 -0.290 0.276 0.276
C -1.5368 -6.9772 -0.5300 0.222 -0.381 -0.091 -0.959
N -0.7478 -5.8393 -0.0794 -0.139 0.950 -0.349 0.180
C 0.2046 -6.0464 0.9944 0.148 -0.205 0.193 -1.038
C -0.9014 -4.5542 -0.5650 0.564 -0.171 1.065 0.695
C -1.8439 -4.4019 -1.7226 -0.469 -0.095 -0.779 -1.052
O -0.3071 -3.5926 -0.0535 -0.684 -0.948 -0.684 -0.579
H -1.2964 -7.8307 0.1349 -0.281 0.508 -0.406 0.384
H -1.2560 -7.2752 -1.5581 -0.220 0.090 0.374 0.288
H -2.6229 -6.7954 -0.4890 0.393 -0.023 0.009 0.310
H 0.6053 -7.0763 0.9019 -0.079 0.665 0.172 0.429
H -0.2744 -5.9182 1.9812 0.243 -0.103 -0.272 0.270
H 0.9996 -5.2972 0.8948 -0.159 -0.345 0.129 0.302
H -1.6619 -5.1579 -2.5240 -0.063 0.565 0.599 0.358
H -1.7325 -3.3897 -2.1359 0.001 -0.453 0.142 0.137
H -2.8965 -4.5315 -1.3980 0.525 0.071 -0.083 0.311

3.
75
Properties=species:S:1:pos:R:3:forces:R:3:mulliken_spin:R:1 method="wB97M-V/def2-TZVPD" s_squared=6.0412 orbital_gap_ev="7.3 / 5.7" charge=0 multiplicity=5 relative_energy_kj_mol=34.23 homo_ev="-6.63 / -7.53"
Rh 0.1092 0.3868 0.0124 0.343 -0.353 -0.402 2.580
C 1.6476 -3.0783 -6.0675 -0.012 0.038 0.191 0.001
Si 1.9748 -2.5412 -4.2869 0.063 -0.224 0.011 0.006
C 1.9234 -4.0611 -3.1683 0.069 0.135 -0.139 0.001
C 3.6646 -1.7072 -4.2118 -0.193 -0.098 -0.007 0.004
C 0.5846 -1.3579 -3.7990 -0.001 0.101 -0.073 -0.004
C -0.5651 -1.1930 -4.5731 0.282 -0.081 0.102 0.006
C -1.5424 -0.2745 -4.2179 -0.163 0.162 -0.070 0.010
C -1.3362 0.5075 -3.0960 0.064 -0.006 -0.077 -0.007
N -0.2707 0.3507 -2.3168 -0.068 -0.283 -0.357 0.088
C 0.6400 -0.5880 -2.6247 -0.170 0.041 -0.047 -0.019
S 1.7860 -0.8558 -1.3314 0.146 -0.038 0.301 0.254
H 2.4507 -3.7349 -6.4094 0.002 -0.001 0.013 0.000
H 1.6028 -2.2268 -6.7498 0.006 0.015 0.017 0.000
H 0.7108 -3.6332 -6.1572 0.006 -0.004 -0.004 0.000
H 2.6071 -4.8378 -3.5207 0.001 0.026 -0.025 0.000
H 0.9175 -4.4866 -3.1358 -0.011 0.026 -0.033 0.000
H 2.2084 -3.7943 -2.1501 -0.013 0.031 0.007 0.001
H 4.4128 -2.3284 -4.7110 -0.043 -0.028 -0.014 0.000
H 3.9826 -1.5592 -3.1812 -0.015 0.017 0.033 -0.001
H 3.6607 -0.7321 -4.7035 -0.051 -0.016 -0.016 0.001
H -0.7025 -1.8037 -5.4587 0.006 0.065 -0.035 -0.001
H -2.4384 -0.1496 -4.8112 0.015 0.003 0.003 0.000
H -2.0347 1.2801 -2.7943 -0.036 -0.052 0.067 0.001
C 3.5018 0.6551 3.0921 -0.332 -0.024 -0.060 0.013
Si 1.8407 1.3175 2.4948 0.477 0.791 0.073 -0.013
C 2.0988 2.3686 0.9404 0.007 -0.192 0.322 0.035
C 1.0010 2.3991 3.7928 0.058 -0.339 -0.122 0.017
N 0.7815 0.0223 2.0040 -0.346 -0.145 -0.155 0.553
C 0.2168 -0.9805 2.7010 0.095 0.026 -0.033 0.085
C 0.4379 -1.2094 4.0776 -0.018 -0.076 0.073 0.142
C -0.1995 -2.2300 4.7476 0.084 0.037 0.146 -0.068
C -1.0734 -3.0778 4.0738 -0.011 0.049 -0.157 0.167
C -1.3078 -2.9013 2.7159 -0.075 -0.124 0.030 -0.101
C -0.6775 -1.8749 2.0438 -0.047 0.058 -0.133 0.036
O -0.8838 -1.6131 0.7148 0.210 0.140 0.368 0.063
C -1.6365 -2.4559 -0.0886 -0.333 -0.189 -0.401 -0.009
C -1.1801 -3.7192 -0.4246 0.196 0.034 0.129 0.026
C -1.9249 -4.4902 -1.3037 -0.030 0.003 -0.015 -0.001
C -3.1040 -3.9962 -1.8446 -0.019 0.015 -0.025 0.004
C -3.5405 -2.7222 -1.5076 0.010 -0.081 -0.029 -0.003
C -2.8062 -1.9447 -0.6267 0.081 0.181 0.165 -0.011
H 4.1834 1.4669 3.3523 -0.030 0.032 -0.011 0.000
H 3.9678 0.0586 2.3051 0.004 0.005 -0.003 0.002
H 3.3854 0.0155 3.9697 0.038 0.017 0.001 0.000
H 2.6469 3.2841 1.1776 0.008 -0.007 0.057 0.006
H 1.1407 2.6856 0.5068 0.055 0.038 0.030 -0.009
H 2.6697 1.8306 0.1810 -0.016 -0.001 -0.026 -0.006
H 1.5966 3.2939 3.9840 0.021 -0.009 -0.009 0.001
H 0.8616 1.8732 4.7397 0.004 0.038 0.010 0.000
H 0.0174 2.7118 3.4355 0.010 -0.001 -0.040 -0.001
H 1.1164 -0.5528 4.6073 -0.009 0.000 -0.020 0.007
H -0.0215 -2.3739 5.8055 0.012 0.018 -0.016 0.000
H -1.5819 -3.8730 4.6014 0.014 -0.006 0.007 0.010
H -1.9869 -3.5559 2.1869 -0.004 0.023 0.002 -0.004
H -0.2492 -4.0869 -0.0106 0.003 0.039 -0.012 0.001
H -1.5735 -5.4770 -1.5754 0.004 0.000 0.006 0.000
H -3.6768 -4.5997 -2.5367 0.006 -0.002 0.010 0.000
H -4.4537 -2.3282 -1.9341 0.010 0.002 -0.002 0.000
H -3.1050 -0.9375 -0.3588 0.014 -0.007 -0.009 -0.002
C -4.6235 3.2424 0.4211 0.013 -0.002 0.084 0.008
C -3.7232 2.6205 1.4991 -0.029 -0.022 -0.077 0.019
C -4.5183 1.5905 2.3136 0.001 0.051 -0.017 0.008
C -3.1959 3.7189 2.4327 -0.029 -0.023 -0.027 0.007
C -2.5852 1.9520 0.8512 0.024 0.076 -0.159 0.120
C -1.6398 1.4415 0.2698 -0.305 0.088 0.583 -0.024
H -5.4718 3.7542 0.8828 0.001 -0.014 -0.011 0.000
H -5.0008 2.4693 -0.2490 -0.019 0.013 -0.009 -0.001
H -4.0597 3.9629 -0.1717 -0.015 0.010 -0.011 -0.001
H -5.3714 2.0755 2.7943 -0.005 -0.029 0.009 0.001
H -3.8888 1.1418 3.0830 -0.003 0.004 0.009 0.000
H -4.8871 0.7914 1.6690 -0.022 0.008 -0.001 -0.002
H -4.0319 4.2601 2.8823 0.012 -0.005 0.016 0.000
H -2.5777 4.4268 1.8800 -0.006 0.014 0.006 0.000
H -2.5919 3.2838 3.2301 0.007 0.013 0.006 -0.001